Molecular formula: C67H91BrN2O5PS2
Method: DFT, ωB97M-V/def2-TZVPD

Last column: Mulliken charge in e.
Element x y z (Å)
C (7.270, -0.387, 2.133)  -1.180
C (7.712, 1.041, 1.830)  -0.388
N (6.723, 1.860, 1.088)  0.136
C (7.078, 3.288, 1.266)  -0.218
C (6.339, 4.138, 0.239)  -1.326
C (5.389, 1.671, 1.582)  -0.205
S (4.949, 1.743, 3.138)  -0.127
S (4.158, 1.399, 0.316)  -0.081
C (3.607, -0.309, 0.643)  -1.078
C (2.196, -0.359, 1.227)  -0.227
C (1.155, 0.210, 0.278)  -0.980
P (-0.545, -0.680, 0.305)  0.043
Br (-0.606, -0.509, 2.672)  -0.575
C (-2.102, -1.773, 0.108)  -0.538
C (-2.951, -2.062, 1.336)  -0.690
C (-4.186, -2.869, 0.954)  0.437
N (-4.987, -3.310, 2.027)  -0.548
O (-4.484, -3.170, -0.180)  -0.634
O (-1.448, 0.785, 0.297)  0.181
C (-1.875, 1.228, -0.963)  -0.288
C (-3.382, 1.281, -1.111)  -0.699
C (-3.931, 2.374, -0.153)  0.448
C (-5.074, 1.858, 0.717)  1.621
C (-6.338, 1.648, -0.126)  -1.798
C (-5.390, 2.769, 1.901)  -1.051
C (-4.155, 3.077, 2.800)  -0.017
C (-3.705, 4.494, 2.593)  -1.413
C (-2.667, 4.891, 1.781)  1.427
C (-1.242, 4.537, 2.110)  -1.193
C (-2.857, 5.718, 0.540)  -1.473
C (-1.148, 0.349, -2.068)  1.211
O (-2.044, -0.183, -3.043)  -0.479
C (-0.240, 1.372, -2.787)  -1.762
O (0.339, 0.885, -3.995)  -0.243
C (0.938, 1.961, -4.691)  -0.928
O (-0.495, -0.673, -1.463)  -0.458
H (8.159, -1.012, 2.215)  0.424
H (6.804, -0.424, 3.116)  0.320
H (6.578, -0.771, 1.389)  0.207
H (8.583, 0.980, 1.171)  0.423
H (8.064, 1.560, 2.728)  0.300
H (6.848, 3.630, 2.280)  0.215
H (8.153, 3.349, 1.088)  0.465
H (6.653, 5.180, 0.305)  0.390
H (5.262, 4.106, 0.409)  0.160
H (6.544, 3.730, -0.750)  0.406
H (4.323, -0.867, 1.243)  0.501
H (3.581, -0.785, -0.340)  0.445
H (1.984, -1.408, 1.467)  0.247
H (2.195, 0.181, 2.173)  0.449
H (0.973, 1.257, 0.543)  0.194
H (1.510, 0.216, -0.753)  0.405
H (0.203, -1.917, 0.422)  -0.582
H (-2.762, -1.318, -0.624)  -0.016
H (-1.760, -2.732, -0.279)  0.653
H (-2.433, -2.688, 2.066)  0.491
H (-3.342, -1.156, 1.804)  0.298
H (-4.621, -2.945, 2.898)  0.280
H (-5.954, -3.042, 1.903)  0.239
H (-1.483, 2.253, -1.032)  0.378
H (-3.867, 0.337, -0.876)  0.415
H (-3.644, 1.572, -2.129)  0.176
H (-4.285, 3.249, -0.708)  0.615
H (-3.092, 2.697, 0.460)  -0.931
H (-4.763, 0.878, 1.098)  -0.570
H (-6.234, 0.776, -0.772)  0.362
H (-6.559, 2.538, -0.716)  0.402
H (-7.185, 1.462, 0.539)  0.453
H (-6.176, 2.339, 2.526)  0.096
H (-5.775, 3.717, 1.507)  0.420
H (-3.381, 2.342, 2.570)  -0.116
H (-4.490, 2.931, 3.833)  0.603
H (-4.254, 5.259, 3.149)  0.282
H (-0.936, 5.259, 2.871)  0.400
H (-0.558, 4.639, 1.264)  0.352
H (-1.137, 3.543, 2.553)  0.295
H (-2.236, 6.624, 0.555)  0.424
H (-3.893, 6.051, 0.469)  0.440
H (-2.614, 5.095, -0.319)  0.191
H (-2.214, 0.533, -3.660)  0.374
H (0.541, 1.724, -2.107)  0.564
H (-0.891, 2.222, -3.040)  0.684
H (0.344, 2.230, -5.571)  0.288
H (1.933, 1.673, -5.033)  0.278
H (1.052, 2.847, -4.065)  0.362
C (1.501, -4.767, 0.991)  -0.113
C (2.668, -4.495, 0.292)  -0.394
C (3.797, -5.278, 0.492)  -0.457
C (3.756, -6.339, 1.387)  -0.391
C (2.588, -6.612, 2.085)  -0.300
C (1.462, -5.824, 1.890)  -0.609
H (0.626, -4.150, 0.830)  0.350
H (2.694, -3.670, -0.409)  0.433
H (4.709, -5.062, -0.051)  0.373
H (4.635, -6.953, 1.540)  0.347
H (2.555, -7.440, 2.783)  0.348
H (0.552, -6.032, 2.438)  0.377
C (-7.396, 2.260, 7.328)  -0.457
C (-7.161, 2.836, 6.087)  -0.329
C (-6.738, 4.155, 6.003)  -0.239
C (-6.542, 4.896, 7.159)  -0.422
C (-6.774, 4.320, 8.401)  -0.361
C (-7.204, 3.003, 8.485)  -0.346
H (-7.727, 1.232, 7.394)  0.368
H (-7.307, 2.256, 5.185)  0.340
H (-6.559, 4.603, 5.033)  0.381
H (-6.206, 5.923, 7.093)  0.364
H (-6.619, 4.898, 9.303)  0.353
H (-7.389, 2.555, 9.453)  0.350
C (2.837, 7.207, 2.260)  -0.366
C (3.347, 5.930, 2.446)  -0.596
C (4.623, 5.763, 2.966)  -0.078
C (5.386, 6.870, 3.308)  -0.497
C (4.874, 8.148, 3.125)  -0.351
C (3.601, 8.316, 2.598)  -0.447
H (1.843, 7.338, 1.853)  0.427
H (2.753, 5.063, 2.185)  0.543
H (5.021, 4.765, 3.102)  0.191
H (6.380, 6.737, 3.717)  0.390
H (5.468, 9.013, 3.393)  0.356
H (3.203, 9.313, 2.452)  0.356
C (12.835, 5.389, -0.128)  -0.360
C (12.799, 4.441, -1.142)  -0.347
C (11.585, 3.904, -1.548)  -0.538
C (10.406, 4.319, -0.945)  -0.213
C (10.443, 5.269, 0.066)  -0.199
C (11.656, 5.801, 0.478)  -0.492
H (13.782, 5.806, 0.191)  0.354
H (13.718, 4.121, -1.616)  0.355
H (11.558, 3.161, -2.335)  0.373
H (9.458, 3.904, -1.264)  0.365
H (9.522, 5.593, 0.535)  0.352
H (11.683, 6.538, 1.271)  0.366
C (-6.624, -7.893, -2.025)  -0.339
C (-7.972, -7.669, -2.272)  -0.479
C (-8.561, -6.479, -1.869)  -0.328
C (-7.801, -5.511, -1.226)  -0.531
C (-6.452, -5.730, -0.980)  -0.041
C (-5.867, -6.925, -1.378)  -0.599
H (-6.164, -8.822, -2.337)  0.414
H (-8.563, -8.423, -2.779)  0.344
H (-9.614, -6.305, -2.057)  0.353
H (-8.260, -4.580, -0.917)  0.370
H (-5.858, -4.973, -0.483)  0.477
H (-4.816, -7.099, -1.184)  0.404
C (0.004, -2.297, -5.123)  -0.242
C (-1.218, -2.911, -4.894)  -0.237
C (-1.541, -4.091, -5.548)  -0.624
C (-0.639, -4.662, -6.435)  -0.293
C (0.587, -4.051, -6.668)  -0.421
C (0.906, -2.867, -6.014)  -0.641
H (0.246, -1.379, -4.601)  0.359
H (-1.908, -2.466, -4.188)  0.469
H (-2.497, -4.567, -5.366)  0.445
H (-0.892, -5.585, -6.943)  0.444
H (1.293, -4.500, -7.357)  0.351
H (1.862, -2.390, -6.194)  0.382
C (-2.014, -8.238, -5.392)  -0.482
C (-3.242, -8.840, -5.156)  -0.341
C (-3.572, -10.022, -5.806)  -0.432
C (-2.670, -10.606, -6.685)  -0.319
C (-1.441, -10.005, -6.918)  -0.420
C (-1.114, -8.819, -6.275)  -0.375
H (-1.758, -7.315, -4.888)  0.420
H (-3.943, -8.387, -4.467)  0.479
H (-4.532, -10.489, -5.626)  0.356
H (-2.926, -11.530, -7.189)  0.348
H (-0.737, -10.461, -7.603)  0.352
H (-0.158, -8.347, -6.459)  0.411

Force components x, y, z for each atom (eV/Å):
0.24 0.40 0.68
0.31 -0.13 -0.49
-0.05 0.26 1.04
-0.14 -0.04 -0.92
0.15 -0.15 0.23
-0.52 -0.23 -0.18
0.19 -0.12 0.14
0.59 0.09 -0.43
-0.77 -0.28 0.04
0.44 -0.05 0.02
-0.43 0.74 0.88
0.41 -0.76 -1.53
0.00 -0.01 0.66
-0.23 0.38 1.13
-0.64 -0.76 -0.69
0.03 -0.30 -0.12
0.47 0.66 0.16
-0.25 0.22 -0.07
-0.42 -0.09 -0.05
0.61 -0.72 -0.24
-0.36 1.13 0.45
0.08 -0.41 -0.04
-0.24 -0.01 -0.04
0.12 -0.21 0.43
0.57 0.44 -0.13
0.24 -0.22 1.20
0.59 0.15 -0.28
-0.05 -0.39 0.27
-0.16 -1.03 -0.62
-0.18 1.76 1.51
0.04 0.90 0.03
0.00 -0.07 0.30
-0.17 -0.44 -0.36
0.04 0.40 0.47
0.22 -0.19 -0.31
0.10 -0.10 -0.05
-0.04 -0.16 -0.26
-0.28 -0.10 -0.10
0.11 -0.12 -0.12
-0.03 0.17 -0.10
-0.23 -0.11 0.21
0.18 -0.12 0.13
0.05 0.10 0.10
0.01 0.04 -0.08
-0.05 0.03 -0.03
-0.05 0.16 -0.12
0.16 0.30 0.14
0.17 0.10 -0.09
-0.10 -0.03 -0.09
-0.05 -0.05 0.06
0.02 0.03 -0.02
-0.01 -0.35 -0.06
0.09 0.09 -0.07
0.13 -0.07 -0.22
0.16 0.11 -0.26
0.15 0.38 0.27
0.32 0.06 0.25
-0.23 -0.01 0.11
-0.10 -0.36 -0.07
-0.18 0.11 -0.27
0.19 -0.20 -0.20
0.03 -0.28 -0.14
0.04 0.04 -0.03
-0.12 0.07 0.18
0.03 0.03 0.15
-0.03 0.11 -0.21
-0.01 -0.01 -0.09
-0.10 -0.03 -0.07
-0.07 -0.12 -0.10
-0.12 0.01 0.04
0.14 0.05 0.16
0.24 -0.16 0.07
-1.26 0.12 -1.40
0.06 0.03 -0.01
0.00 -0.18 -0.05
0.05 -0.03 -0.02
0.19 -0.12 -0.41
-0.06 -0.12 -0.18
0.07 -0.07 -0.01
-0.11 -0.12 -0.24
-0.03 -0.01 0.10
0.05 0.10 0.01
-0.08 0.03 0.02
0.00 -0.10 -0.01
-0.01 0.02 0.06
-0.08 0.01 -0.02
0.04 0.02 -0.01
0.00 0.00 0.01
0.01 0.00 0.00
0.00 0.00 0.01
0.03 -0.02 -0.02
0.02 0.03 0.03
-0.02 0.01 0.01
0.00 -0.01 -0.01
0.00 0.00 0.00
0.00 0.00 0.01
0.00 0.00 0.00
-0.01 0.00 0.01
-0.02 -0.01 -0.01
0.01 0.02 -0.04
-0.01 0.00 0.00
-0.01 0.01 0.01
0.00 0.00 0.00
0.01 0.00 0.00
0.01 0.00 0.00
0.02 -0.01 0.00
0.01 0.00 0.00
0.00 0.00 0.00
0.01 0.00 0.00
0.01 0.01 0.00
-0.03 -0.03 -0.03
0.01 -0.01 0.01
0.00 0.01 -0.02
0.01 0.01 -0.01
0.00 0.00 0.00
0.00 -0.01 0.00
0.01 -0.01 0.00
-0.02 -0.03 0.03
0.00 0.00 0.00
0.00 0.00 0.00
0.00 0.00 0.01
0.00 0.00 0.00
0.00 0.00 0.00
0.01 0.01 -0.01
-0.02 -0.02 0.00
-0.05 0.01 0.03
0.01 0.00 -0.01
0.00 0.00 0.00
0.00 -0.01 0.00
0.00 0.00 -0.01
0.00 0.00 0.01
0.00 0.00 0.00
0.00 0.01 0.00
0.02 0.01 0.00
-0.01 -0.02 -0.01
0.00 0.02 0.00
-0.01 -0.05 -0.01
0.02 0.00 0.08
-0.03 -0.02 -0.02
0.00 -0.01 0.00
0.00 0.00 0.00
0.00 0.00 -0.01
0.01 0.01 -0.01
0.01 0.01 -0.07
0.01 0.02 0.00
0.15 0.04 -0.03
-0.18 -0.02 0.14
0.03 0.00 -0.02
0.01 -0.08 -0.06
0.01 0.04 0.02
-0.07 -0.04 0.00
-0.02 -0.02 0.00
0.03 0.03 0.01
0.00 0.00 0.01
0.01 0.00 -0.02
0.00 0.00 -0.01
0.01 -0.01 0.01
0.00 0.05 0.03
-0.02 0.00 0.01
0.01 -0.01 0.00
0.00 0.00 0.00
0.00 0.00 -0.01
0.00 -0.01 -0.01
0.01 0.00 0.00
-0.01 0.01 -0.01
0.00 0.00 0.01
0.00 0.00 0.00
0.00 0.00 0.00
0.00 0.00 0.01

The value obtained for the HOMO energy is -5.2 eV. As for the total energy: -185173.524 eV. The value obtained for the LUMO energy is 1.4 eV. The HOMO-LUMO gap comes out at 6.648 eV. Its charge is -1. The largest force on an atom is 0.045 Eh/bohr.

Molecular formula: CH4FNO
Method: DFT, ωB97M-V/def2-TZVPD

Last column: Mulliken charge in e.
Element x y z (Å)
C (0.509, 0.312, 0.053)  -0.429
N (-1.549, -0.262, -0.453)  -0.218
O (-0.476, -0.729, 0.242)  -0.205
F (-2.344, 0.371, 0.464)  -0.165
H (1.302, -0.243, -0.692)  0.200
H (0.954, 0.719, 1.011)  0.235
H (0.007, 1.145, -0.547)  0.286
H (-2.279, -1.291, -0.688)  0.295

Force components x, y, z for each atom (eV/Å):
1.94 -0.46 -2.21
-2.94 -4.79 -2.44
0.15 0.77 0.32
-1.10 0.93 1.31
-1.38 1.85 2.10
-0.57 -0.86 -1.09
0.92 -1.05 0.98
2.97 3.60 1.03

The value obtained for the HOMO energy is -10.1 eV. As for the total energy: -7351.930 eV. The value obtained for the LUMO energy is 0.9 eV. The HOMO-LUMO gap comes out at 11.027 eV. Its charge is 0. The largest force on an atom is 0.119 Eh/bohr.

Q: HOMO-LUMO gap of number 1 (C67H91BrN2O5PS2)?
A: 6.648 eV